(1)
ORCA calculation (ωB97M-V/def2-TZVPD) on a cluster of 8 separate species, C31H60O24 in total.

SMILES: CCOC(=O)OC.CCOC(=O)OC.CCOC(=O)OC.CCOC(=O)OC.CCOC(=O)OC.CCOC(=O)OC.CCOC(=O)OC.O=C1OCCO1
E, eV: -82255.39602
ΔE to the lowest compared entry with this formula, charge and spin, kcal per mole: 24.3
Spin multiplicity: 1
Max |F|, eV Å⁻¹: 5.14
HOMO-LUMO gap, eV: 10.64
Lowest unoccupied orbital energy, Ha: 0.011

Last column: Mulliken charge in e.
Cartesian coordinates (Å):
C: -1.25305 1.21497 -5.13333  0.2256
C: -1.52996 -0.21629 -5.59689  -0.2198
O: -1.30810 -0.20033 -7.00967  -0.3479
C: -1.21324 1.03704 -7.44168  0.6259
O: -1.17186 1.35038 -8.63067  -0.5763
O: -1.31383 1.86994 -6.38356  -0.3724
H: -0.30038 1.28117 -4.60783  -0.0322
H: -1.96354 1.46324 -4.34487  0.2243
H: -2.55297 -0.51141 -5.36354  0.2080
H: -0.93250 -0.89618 -4.98955  0.2664
C: -4.72579 0.33213 1.34514  -0.9534
C: -4.12444 1.74209 1.44262  -0.3751
O: -2.75620 1.60494 1.88635  -0.1564
C: -2.43691 1.19109 3.13046  0.6148
O: -3.18802 1.03946 4.09782  -0.6777
O: -1.11430 1.03557 3.13094  -0.1399
C: -0.42115 0.31637 4.11632  -0.6261
H: -4.81457 -0.21786 2.28202  0.3265
H: -4.12452 -0.30199 0.69363  -0.0090
H: -5.69883 0.37854 0.85612  0.4824
H: -4.70804 2.18289 2.25084  0.2851
H: -4.21488 2.24305 0.47879  0.4293
H: -0.33602 -0.76265 3.98763  0.0362
H: -0.82602 0.53051 5.10542  0.3546
H: 0.60036 0.69530 4.08409  0.2866
C: 10.41285 -2.93146 1.28883  -1.0635
C: 9.22151 -2.00314 1.46504  -0.2385
O: 8.06037 -2.33388 0.69238  -0.2990
C: 7.18699 -3.23635 1.13517  0.6683
O: 7.06581 -3.55449 2.31068  -0.5561
O: 6.27299 -3.38949 0.15029  -0.3002
C: 4.96879 -3.99974 0.39219  -0.6404
H: 10.10130 -3.97412 1.35126  0.3147
H: 11.22406 -2.90143 2.01624  0.3563
H: 11.02077 -2.67667 0.42073  0.2793
H: 9.61533 -0.99002 1.38380  0.3128
H: 8.95916 -2.01473 2.52294  0.3068
H: 4.37763 -3.39613 1.08086  0.2264
H: 5.07384 -5.04722 0.67476  0.3266
H: 4.26667 -4.24815 -0.40370  0.3102
C: -0.38327 -2.92000 1.82940  0.0737
C: 0.84596 -2.13576 1.14495  -0.3760
O: 0.44978 -0.70789 0.98205  -0.3342
C: 0.25652 0.00010 -0.19051  0.6523
O: 0.36485 -0.48370 -1.38049  -0.6502
O: -0.17808 1.23364 0.08430  -0.0414
C: -0.66800 2.02176 -0.92606  -0.3704
H: -0.77543 -2.37501 2.68806  -0.3252
H: -0.15529 -3.90996 2.22450  0.4747
H: -1.27442 -2.85893 1.20472  -0.3229
H: 1.23384 -2.45071 0.17621  0.4161
H: 1.76503 -2.28031 1.71286  0.3081
H: -1.68260 1.80119 -1.25776  0.2166
H: 0.03101 2.10736 -1.75802  0.1299
H: -0.79658 3.03786 -0.55311  0.1338
C: -1.90938 -3.61360 -2.09559  -1.4689
C: -2.51272 -2.28787 -1.51349  1.5181
O: -3.97843 -2.33731 -1.57666  -0.3781
C: -4.74681 -3.05500 -0.65683  0.8187
O: -4.28842 -3.86562 0.20375  -0.6016
O: -6.03499 -2.82601 -0.95408  -0.3619
C: -6.95732 -3.36054 -0.12453  -0.5656
H: -2.30623 -3.82146 -3.08927  0.3906
H: -2.16467 -4.51432 -1.53735  0.3658
H: -0.82267 -3.53620 -2.06126  0.3667
H: -1.98767 -1.43998 -1.95341  0.3083
H: -2.25896 -2.37724 -0.45722  -1.1215
H: -6.76006 -4.43073 -0.06233  0.3076
H: -7.95569 -3.12672 -0.49425  0.1999
H: -6.82651 -2.78119 0.78944  0.2464
C: -1.42637 8.25428 -1.10679  -1.1217
C: -0.04140 8.21309 -0.40501  -0.2037
O: -0.03496 7.32004 0.70414  -0.3777
C: -0.00674 5.99429 0.49780  0.6589
O: 0.11866 5.44126 -0.58898  -0.5594
O: -0.05182 5.36406 1.73043  -0.3687
C: -0.00874 3.97212 1.86519  0.0512
H: -1.66382 7.72888 -2.03182  0.3018
H: -1.63533 9.31073 -1.27513  0.3599
H: -2.18964 7.98528 -0.37662  0.3366
H: 0.06797 9.18726 0.07156  0.3153
H: 0.78105 8.22769 -1.12018  0.3089
H: -0.91398 3.56497 1.41477  -0.1492
H: 0.03984 3.67688 2.91332  0.2279
H: 0.76611 3.48770 1.27102  0.3318
C: 2.70869 3.12888 -3.62701  -0.9625
C: 3.46238 1.75723 -3.43791  -0.0919
O: 3.38209 1.00000 -4.65117  -0.2141
C: 4.41360 0.83835 -5.42048  0.7004
O: 5.56485 1.17978 -5.18870  -0.6203
O: 4.07770 0.51834 -6.66445  -0.3072
C: 5.06234 0.22613 -7.65957  -0.6931
H: 2.92055 3.78209 -2.78053  0.3345
H: 1.63315 2.96328 -3.68936  0.1150
H: 3.15009 3.53998 -4.53490  0.4166
H: 2.86526 1.14229 -2.76455  0.0339
H: 4.51269 1.88200 -3.17457  0.4332
H: 5.39367 1.14859 -8.13641  0.2845
H: 4.51549 -0.39506 -8.36892  0.2443
H: 5.99665 -0.25570 -7.37147  0.3149
C: -5.13359 -3.72181 4.23682  -1.3779
C: -3.64159 -3.30220 4.46955  0.2535
O: -3.74294 -2.49901 5.68154  -0.2805
C: -2.67765 -2.02479 6.28450  0.8871
O: -1.49596 -2.04887 5.88728  -0.6357
O: -3.14023 -1.58184 7.43982  -0.3587
C: -2.54659 -0.50778 8.09775  -0.6438
H: -5.40687 -4.47793 4.97282  0.3765
H: -5.11735 -4.04292 3.19531  0.3640
H: -5.96965 -3.03162 4.34976  0.3403
H: -3.33157 -2.54281 3.75169  -0.0997
H: -2.93826 -4.12918 4.37194  0.3578
H: -1.52074 -0.37716 7.75325  0.3351
H: -2.56841 -0.69907 9.17061  0.2410
H: -3.15075 0.39145 7.97757  0.2483

Atoms 1-6, force components in eV/Å:
C 0.115 -1.812 -0.035
C -0.334 -0.198 1.291
O 0.368 -1.871 0.866
C -0.698 1.122 -2.614
O 0.192 -0.431 3.377
O 0.218 2.254 0.024

***

(2)
ORCA calculation (ωB97M-V/def2-TZVPD) on a structure of composition C31H61BClN6O5S3Si3W.

E, eV: -123448.83496
Spin multiplicity: 1
Max |F|, eV Å⁻¹: 10.61
Charge: +1
HOMO-LUMO gap (spin up / spin down), eV: 4.67 / 4.47
Lowest unoccupied orbital energy (spin up / spin down), Ha: -0.141 / -0.145

Last column: Mulliken charge in e.
Cartesian coordinates (Å):
W: -1.26112 -0.27056 0.87678  -0.1300
C: 4.36482 -1.86125 3.32364  -1.4347
C: 4.34808 -0.52912 4.07948  1.2954
C: 5.70661 0.16846 4.00338  -1.5149
C: 3.97397 -0.80379 5.53338  -2.0735
N: 3.32799 0.39691 3.48478  0.5193
C: 2.47977 1.17750 4.23601  -0.3029
C: 1.76849 1.92286 3.38648  -1.7347
N: 2.09288 1.61795 2.07308  0.9596
B: 1.24780 2.70097 1.12360  -0.5088
N: -0.36788 2.67360 1.33488  0.5217
C: -1.05520 3.71181 0.77376  -1.0018
C: -2.39309 3.51284 0.87447  -0.4546
N: -2.60517 2.32340 1.51868  0.6131
C: -1.35193 1.76754 1.82102  0.2418
S: -1.09797 0.67104 3.12728  -0.5378
C: -3.92723 1.63970 1.74074  1.7065
C: -4.96428 2.23147 0.79514  -2.1253
C: -4.35247 1.84496 3.19409  -1.5769
C: -3.76145 0.13290 1.41781  -2.2801
N: 1.37800 2.77828 -0.48074  0.5552
C: 2.25443 3.70713 -0.98505  -1.6551
C: 2.06136 3.81752 -2.30846  -0.4416
N: 1.02721 2.97004 -2.65835  1.0660
C: 0.61886 2.33001 -1.54339  -0.7586
S: -0.38866 0.90515 -1.46497  -0.0466
C: 0.49382 2.98607 -4.06829  1.4847
C: -0.94768 2.50063 -4.14476  -1.6733
C: 0.50620 4.44223 -4.55376  -1.8765
C: 1.43214 2.14997 -4.93600  -1.4656
C: 3.12038 0.66639 2.17801  0.4252
S: 4.16062 -0.04798 0.88700  -0.4540
H: 4.71377 -2.65782 3.97894  0.5098
H: 5.02242 -1.83403 2.45770  0.4427
H: 3.35929 -2.12414 2.99024  0.0483
H: 6.48003 -0.50246 4.37799  0.4393
H: 5.70846 1.07884 4.60376  0.3622
H: 5.94841 0.42548 2.97287  0.3111
H: 4.69014 -1.51405 5.94159  0.5025
H: 2.97718 -1.24345 5.60283  0.4125
H: 4.01803 0.09427 6.14823  0.4565
H: 2.43144 1.13886 5.30628  0.5652
H: 1.00869 2.65221 3.60341  0.8386
H: 1.63694 3.75432 1.52506  -0.1577
H: -0.53266 4.53874 0.32257  0.6519
H: -3.19478 4.13557 0.52375  0.5720
H: -5.15021 3.28387 1.00818  0.5025
H: -5.90507 1.70118 0.93548  0.4921
H: -4.65801 2.12107 -0.24697  0.4083
H: -4.51557 2.90447 3.39374  0.3648
H: -3.58837 1.47488 3.87391  0.3499
H: -5.28116 1.30601 3.38558  0.4275
H: -3.02100 0.06549 0.57057  0.8407
H: -4.65891 -0.27784 0.95803  0.5798
H: -3.54742 -0.45362 2.30696  0.4534
H: 2.95940 4.20861 -0.34722  0.6519
H: 2.57327 4.43012 -3.02470  0.5971
H: -1.61627 3.21115 -3.65536  0.3231
H: -1.10487 1.52613 -3.69841  0.1947
H: -1.22409 2.43701 -5.19783  0.5320
H: 0.08349 5.11163 -3.80410  0.3882
H: -0.11074 4.50646 -5.44900  0.4590
H: 1.50420 4.78802 -4.82029  0.4720
H: 1.27274 1.08160 -4.79249  0.1749
H: 2.47359 2.37713 -4.70655  0.3575
H: 1.25498 2.38066 -5.98681  0.4697
C: -1.17713 -2.69996 3.29059  -0.9412
O: -1.58167 -2.28687 1.98177  -0.3112
Si: -1.87190 -3.30365 0.58450  1.3123
C: -0.97840 -4.92397 0.72502  -1.6270
C: -3.72416 -3.53017 0.50510  -1.4317
C: -1.53158 -1.96803 -0.71359  -0.4837
Si: -1.77281 -1.93285 -2.81728  1.8949
C: -2.63271 -3.50273 -3.37765  -1.3052
C: -3.17440 -0.65943 -2.72205  -1.4368
C: -0.82331 -1.44071 -4.37967  -1.1599
Si: 0.25770 -1.69464 -1.61431  1.3186
C: 0.53950 -3.55729 -2.15479  -1.4766
C: 1.81562 -1.38059 -2.94064  -1.9459
C: 1.83136 -2.49990 0.35460  -0.1788
H: -0.76324 -3.70807 3.25825  0.3094
H: -2.03437 -2.66762 3.96265  0.2447
H: -0.40302 -2.02501 3.65273  0.1795
H: -1.36865 -5.48505 1.57918  0.5215
H: 0.09321 -4.79770 0.85735  0.3131
H: -1.15102 -5.52696 -0.16689  0.5022
H: -4.13090 -3.78094 1.48987  0.4980
H: -3.96669 -4.36216 -0.16151  0.4035
H: -4.23501 -2.64551 0.12906  0.1960
H: -3.28941 -3.94246 -2.62753  0.2289
H: -1.99546 -4.27636 -3.80333  0.3682
H: -3.26778 -3.12765 -4.18803  0.3944
H: -3.96663 -1.12391 -2.12666  0.2723
H: -3.59868 -0.46998 -3.71502  0.5963
H: -2.92406 0.29699 -2.26672  0.1840
H: -0.22516 -2.24505 -4.80479  0.3998
H: -0.19269 -0.56410 -4.28100  -0.0044
H: -1.61703 -1.21847 -5.09989  0.5803
H: 0.17666 -3.53151 -3.18380  0.3654
H: -0.07648 -4.30146 -1.64966  0.0588
H: 1.56150 -3.93480 -2.20911  0.3802
H: 1.90769 -1.93459 -3.86825  0.5251
H: 2.60413 -1.74979 -2.29004  0.8371
H: 2.13380 -0.34176 -3.05397  0.1933
H: 1.01829 -1.16713 2.37763  -0.2658
H: 2.62954 -0.74764 0.45338  -0.1083
H: 2.43780 -1.38509 -0.94085  0.6581
O: 3.97960 0.93606 -0.26557  -0.5310
Cl: 1.45720 -1.05080 -0.19580  0.7233
O: 1.60709 0.20319 -0.79101  -1.5622
O: 2.10750 -3.52932 0.78818  -0.3821
O: 0.41954 -0.77557 0.72185  1.3573

Atoms 1-6, force components in eV/Å:
W -2.394 -1.327 -1.899
C -0.186 -0.068 -0.089
C 0.248 -0.013 -0.103
C -0.034 -0.034 0.027
C -0.091 0.066 -0.045
N -0.201 0.181 -0.245